88
Properties=species:S:1:pos:R:3 method="wB97M-V/def2-TZVPD" e_lumo_ev="0.46 / 0.46" multiplicity=3 total_energy_ev=-134093.6624
O -1.502 -0.858 -2.263
V -0.641 -0.312 -1.081
C 2.125 0.410 2.605
C 0.697 0.274 2.145
C -0.222 1.411 2.670
O 0.498 0.063 0.763
H 2.165 0.134 3.659
H 2.567 1.406 2.617
H 2.831 -0.276 2.137
H 0.403 -0.638 2.665
H -1.256 1.075 2.752
H -0.305 2.321 2.076
H -0.013 1.607 3.721
O 1.346 -0.371 -2.222
S 2.770 -0.432 -2.540
O 3.281 -1.656 -3.150
O 3.155 0.990 -3.356
C 4.360 1.106 -4.035
C 4.639 2.651 -4.061
C 3.649 -0.099 -0.971
H 4.253 0.863 -5.092
H 5.187 0.624 -3.513
H 3.720 3.091 -4.450
H 5.502 3.035 -4.606
H 4.692 2.953 -3.015
H 3.160 0.646 -0.342
H 4.646 0.246 -1.242
H 3.664 -0.961 -0.304
O -4.727 0.444 0.422
S -3.672 1.382 0.101
O -2.332 0.927 -0.378
O -4.180 2.608 -0.935
C -5.546 2.911 -1.017
C -5.743 4.075 -1.973
C -3.283 2.512 1.565
H -5.792 3.222 -0.002
H -6.073 1.988 -1.259
H -5.007 4.853 -1.771
H -6.772 4.432 -1.933
H -5.682 3.690 -2.991
H -2.422 3.085 1.221
H -3.140 2.037 2.535
H -4.119 3.207 1.653
O -0.300 1.647 -2.007
S 0.095 3.031 -1.734
O -0.690 3.918 -0.913
O 1.729 3.057 -1.315
C 2.255 4.323 -0.863
C 2.282 4.114 0.668
C 0.362 3.772 -3.435
H 1.725 5.213 -1.202
H 3.248 4.513 -1.268
H 1.295 3.837 1.037
H 2.562 5.004 1.232
H 2.917 3.305 1.030
H -0.464 3.663 -4.138
H 1.304 3.352 -3.786
H 0.603 4.811 -3.213
O 0.325 -2.502 -0.855
S 1.390 -3.472 -0.491
O 2.804 -3.106 -0.250
O 0.886 -4.269 0.813
C 1.803 -4.865 1.760
C 2.451 -3.864 2.755
C 1.240 -4.841 -1.740
H 2.582 -5.452 1.274
H 1.271 -5.518 2.452
H 2.702 -2.889 2.336
H 3.406 -4.243 3.120
H 1.902 -3.653 3.672
H 1.657 -4.518 -2.694
H 0.207 -5.186 -1.773
H 1.796 -5.688 -1.339
O -3.250 -1.444 2.649
S -2.933 -2.230 1.455
O -2.206 -1.710 0.283
O -2.176 -3.612 1.858
C -2.522 -4.269 3.112
C -1.310 -4.855 3.837
C -4.417 -2.936 0.692
H -3.164 -5.103 2.830
H -3.183 -3.658 3.727
H -0.756 -5.542 3.197
H -1.616 -5.528 4.638
H -0.622 -4.085 4.185
H -5.133 -3.157 1.485
H -4.109 -3.819 0.133
H -4.833 -2.224 -0.020